(1)
{"formula": "C2H4N2S3", "method": "wB97M-V/def2-TZVPD", "e_above_lowest_kj_mol": 360.07, "homo_energy_ev": [-8.5, -7.7], "gap_ev": [7.645, 6.188], "charge": 0, "symbols": ["C", "C", "N", "N", "S", "S", "S", "H", "H", "H", "H"], "positions_angstrom": [[0.194, 0.688, 0.562], [0.242, -0.493, -0.368], [0.978, 1.629, -0.153], [2.810, -1.618, 0.047], [2.516, 1.779, 0.107], [3.581, -0.196, -0.197], [1.281, -2.008, 0.195], [-0.801, 1.178, 0.761], [0.736, 0.518, 1.648], [-0.753, -1.049, -0.437], [0.746, -0.295, -1.233]], "lowdin_charge": [-0.41, -0.40, -0.55, -0.93, 0.61, 0.51, 0.81, 0.12, 0.14, 0.09, 0.02]}

(2)
{"formula": "C18H25F2NO2", "method": "wB97M-V/def2-TZVPD", "smiles": "Cc1c2c(n(C[C@H]3CC[C@@H](C(=O)O)CC3)c1C)CCC(F)(F)C2", "e_above_lowest_kj_mol": 78.61, "homo_energy_ev": -7.6, "gap_ev": 8.081, "charge": 0, "symbols": ["O", "F", "F", "O", "C", "C", "C", "C", "C", "N", "C", "C", "C", "C", "C", "C", "C", "C", "C", "C", "C", "C", "C", "H", "H", "H", "H", "H", "H", "H", "H", "H", "H", "H", "H", "H", "H", "H", "H", "H", "H", "H", "H", "H", "H", "H", "H", "H"], "positions_angstrom": [[1.764, -1.944, -5.186], [0.993, 4.971, 2.588], [1.867, 3.067, 2.615], [2.595, -0.508, -3.665], [1.987, -1.610, -4.072], [-1.671, 0.995, 2.526], [-1.823, -0.031, 1.562], [-0.170, 1.472, 0.832], [-0.642, 1.877, 2.027], [-0.896, 0.280, 0.556], [-2.558, 1.305, 3.716], [-2.729, -1.179, 1.682], [0.837, 2.318, -0.014], [-0.385, 3.198, 2.563], [-0.736, -0.473, -0.715], [1.072, 3.739, 0.472], [2.245, -2.626, -1.705], [0.045, -2.438, -2.968], [1.598, -1.673, -0.555], [-0.575, -2.763, -1.545], [0.926, 3.772, 2.047], [1.562, -2.726, -3.023], [0.045, -1.838, -0.523], [2.661, -0.515, -2.743], [-2.644, 2.435, 3.847], [-2.151, 0.874, 4.652], [-3.553, 0.919, 3.608], [-2.478, -2.062, 1.071], [-2.830, -1.416, 2.697], [-3.639, -0.803, 1.213], [0.523, 2.343, -1.046], [1.752, 1.798, 0.098], [-1.254, 3.770, 2.117], [-0.286, 3.283, 3.645], [-0.209, -0.044, -1.531], [-1.732, -0.683, -1.051], [2.139, 3.943, 0.111], [0.360, 4.528, 0.098], [2.167, -3.658, -1.328], [3.245, -2.258, -1.776], [-0.255, -1.457, -3.428], [-0.603, -3.135, -3.446], [2.113, -1.969, 0.263], [1.793, -0.653, -0.590], [-1.728, -2.796, -1.599], [-0.264, -3.732, -1.262], [1.732, -3.769, -3.350], [-0.210, -2.129, 0.514]], "lowdin_charge": [0.13, 0.11, 0.13, 0.17, -0.52, -0.16, -0.22, -0.12, -0.20, 0.00, -0.05, -0.02, -0.11, -0.06, -0.08, -0.06, -0.13, -0.12, -0.07, -0.16, -0.62, -0.22, -0.28, 0.06, 0.09, 0.08, 0.06, 0.08, 0.07, 0.09, 0.11, 0.09, 0.16, 0.14, 0.10, 0.11, 0.14, 0.14, 0.12, 0.10, 0.14, 0.10, 0.07, 0.07, 0.14, 0.09, 0.16, 0.13]}

(3)
{"formula": "C36H35BClCrIN6O3S2", "method": "wB97M-V/def2-TZVPD", "spin_multiplicity": 5, "e_above_lowest_kj_mol": 87.52, "homo_energy_ev": [-4.6, -7.5], "gap_ev": [4.819, 7.611], "charge": 0, "s_squared": 6.098, "symbols": ["Cr", "C", "C", "N", "C", "C", "C", "C", "C", "C", "C", "C", "C", "N", "C", "H", "H", "H", "H", "H", "H", "H", "H", "Cl", "C", "C", "C", "I", "C", "O", "C", "N", "C", "C", "C", "C", "H", "H", "H", "H", "S", "C", "N", "C", "C", "C", "C", "C", "C", "H", "H", "H", "H", "H", "C", "C", "C", "O", "B", "O", "C", "C", "C", "H", "H", "H", "H", "H", "H", "H", "H", "H", "H", "H", "H", "C", "N", "C", "N", "S", "H", "H", "H", "H", "H", "H"], "positions_angstrom": [[0.148, 0.476, -0.034], [2.716, 3.945, -0.450], [2.274, 2.637, -0.271], [1.000, 2.328, -0.097], [0.063, 3.333, -0.112], [0.434, 4.686, -0.283], [1.784, 4.970, -0.453], [-0.608, 5.668, -0.286], [-1.900, 5.305, -0.131], [-2.293, 3.926, 0.039], [-3.608, 3.514, 0.222], [-3.858, 2.134, 0.425], [-2.830, 1.240, 0.387], [-1.536, 1.592, 0.143], [-1.277, 2.951, 0.024], [3.769, 4.134, -0.593], [2.965, 1.804, -0.266], [2.097, 5.998, -0.595], [-0.341, 6.710, -0.417], [-2.680, 6.057, -0.131], [-4.410, 4.240, 0.238], [-4.859, 1.773, 0.615], [-3.014, 0.186, 0.558], [4.361, -5.681, 0.670], [3.620, -4.143, 0.314], [4.072, -3.023, 0.940], [3.470, -1.777, 0.696], [4.208, -0.119, 1.713], [2.399, -1.608, -0.169], [1.803, -0.475, -0.332], [1.980, -2.798, -0.887], [1.009, -2.652, -1.825], [0.564, -3.709, -2.453], [1.045, -5.012, -2.224], [2.051, -5.180, -1.321], [2.563, -4.062, -0.623], [4.891, -3.096, 1.641], [-0.221, -3.540, -3.186], [0.632, -5.850, -2.768], [2.470, -6.158, -1.129], [-1.998, -3.587, 0.159], [-0.985, -2.272, 0.583], [-0.986, -1.269, -0.235], [-1.859, -1.489, -1.305], [-2.104, -0.603, -2.353], [-2.992, -0.989, -3.333], [-3.635, -2.235, -3.285], [-3.404, -3.114, -2.247], [-2.506, -2.723, -1.254], [-0.366, -2.284, 1.471], [-1.614, 0.364, -2.388], [-3.204, -0.309, -4.149], [-4.331, -2.508, -4.067], [-3.903, -4.072, -2.203], [-0.635, 1.789, 5.055], [0.444, 1.094, 4.240], [1.814, 1.592, 4.675], [0.268, 1.493, 2.862], [0.331, 0.393, 2.041], [0.455, -0.777, 2.779], [0.321, -0.474, 4.189], [-1.045, -0.998, 4.616], [1.415, -1.224, 4.929], [-0.494, 2.866, 4.973], [-0.571, 1.514, 6.110], [-1.631, 1.553, 4.686], [1.838, 2.677, 4.565], [2.600, 1.172, 4.049], [2.020, 1.344, 5.717], [-1.837, -0.565, 4.005], [-1.253, -0.780, 5.663], [-1.065, -2.081, 4.483], [2.405, -0.943, 4.577], [1.288, -2.294, 4.761], [1.353, -1.038, 6.003], [-0.453, -0.187, -6.564], [-0.176, 0.783, -5.529], [0.429, 0.525, -4.351], [0.800, -0.749, -4.130], [0.739, 1.748, -3.242], [-1.120, 0.264, -7.294], [-0.967, -1.061, -6.156], [0.453, -0.518, -7.078], [-0.353, 1.759, -5.699], [0.479, -1.490, -4.729], [1.085, -1.017, -3.191]], "lowdin_charge": [0.70, -0.05, -0.15, -0.01, -0.17, -0.16, -0.01, -0.03, -0.02, -0.16, -0.04, -0.08, -0.14, -0.02, -0.16, 0.10, 0.06, 0.12, 0.11, 0.11, 0.10, 0.09, 0.11, 0.68, -0.61, -0.18, -0.60, 1.06, -0.40, -0.23, -0.13, 0.11, -0.15, -0.05, -0.03, -0.17, 0.09, 0.11, 0.10, 0.09, 1.11, -0.40, -0.03, -0.31, -0.02, -0.06, -0.08, -0.09, -0.47, 0.09, 0.08, 0.11, 0.10, 0.11, -0.01, -0.46, -0.02, 0.09, -0.56, 0.03, -0.46, -0.01, -0.01, 0.09, 0.09, 0.09, 0.10, 0.03, 0.09, 0.09, 0.09, 0.09, 0.07, 0.09, 0.10, -0.09, -0.06, -0.93, 0.12, 0.67, 0.09, 0.07, 0.09, 0.11, 0.08, 0.06]}

(4)
{"formula": "C36H44B2F40N2O14S", "method": "wB97M-V/def2-TZVPD", "smiles": "CCOB(O)[C@@]1(CB(O)O)OS(=O)(=O)O[C@@]1(N)CCN(CC)C(C)=O.FC(F)C(F)(F)COC(F)(F)C(F)F.FC(F)C(F)(F)COC(F)(F)C(F)F.FC(F)C(F)(F)COC(F)(F)C(F)F.FC(F)C(F)(F)COC(F)(F)C(F)F.FC(F)C(F)(F)COC(F)(F)C(F)F", "homo_energy_ev": -9.3, "gap_ev": 9.217, "charge": 0, "symbols": ["C", "C", "O", "B", "O", "C", "C", "B", "O", "O", "O", "S", "O", "O", "O", "C", "N", "C", "C", "N", "C", "C", "C", "C", "O", "H", "H", "H", "H", "H", "H", "H", "H", "H", "H", "H", "H", "H", "H", "H", "H", "H", "H", "H", "H", "H", "H", "H", "H", "C", "C", "C", "F", "F", "F", "F", "O", "C", "C", "F", "F", "F", "F", "H", "H", "H", "H", "C", "C", "C", "F", "F", "F", "F", "O", "C", "C", "F", "F", "F", "F", "H", "H", "H", "H", "C", "C", "C", "F", "F", "F", "F", "O", "C", "C", "F", "F", "F", "F", "H", "H", "H", "H", "C", "C", "C", "F", "F", "F", "F", "O", "C", "C", "F", "F", "F", "F", "H", "H", "H", "H", "C", "C", "C", "F", "F", "F", "F", "O", "C", "C", "F", "F", "F", "F", "H", "H", "H", "H"], "positions_angstrom": [[4.953, 5.191, 1.397], [3.902, 4.687, 0.422], [3.872, 3.242, 0.424], [2.737, 2.668, -0.041], [2.030, 3.300, -1.048], [2.196, 1.273, 0.609], [0.926, 0.885, -0.190], [0.263, -0.499, 0.191], [0.871, -1.711, 0.036], [-1.051, -0.495, 0.657], [3.204, 0.271, 0.273], [3.558, -0.693, 1.496], [3.234, -2.055, 1.291], [4.916, -0.436, 1.803], [2.510, -0.092, 2.495], [2.017, 1.210, 2.127], [0.604, 1.225, 2.464], [2.744, 2.263, 2.999], [4.240, 2.158, 3.195], [4.615, 1.158, 4.218], [6.071, 1.070, 4.304], [6.501, -0.208, 5.006], [4.010, 1.488, 5.473], [4.717, 2.424, 6.421], [2.895, 1.017, 5.778], [5.412, 4.385, 1.950], [4.545, 5.928, 2.072], [5.739, 5.686, 0.841], [4.151, 5.017, -0.575], [2.942, 5.123, 0.675], [2.295, 2.919, -1.898], [1.240, 0.816, -1.226], [0.168, 1.650, -0.108], [1.013, -2.166, 0.878], [-1.071, -0.390, 1.619], [0.288, 2.185, 2.390], [0.494, 0.912, 3.421], [2.541, 3.247, 2.591], [2.247, 2.244, 3.954], [4.772, 1.931, 2.287], [4.598, 3.145, 3.510], [6.514, 1.947, 4.783], [6.487, 1.030, 3.309], [6.440, -0.133, 6.085], [7.492, -0.493, 4.685], [5.825, -0.983, 4.671], [5.120, 3.303, 5.935], [3.973, 2.742, 7.135], [5.486, 1.917, 6.987], [-1.951, -3.886, 1.762], [-2.441, -3.344, 3.122], [-2.084, -4.145, 4.378], [-2.599, -5.387, 4.348], [-2.601, -3.507, 5.457], [-3.768, -3.120, 3.067], [-1.852, -2.121, 3.297], [-2.877, -4.619, 0.973], [-3.086, -5.968, 1.128], [-4.517, -6.287, 1.577], [-4.819, -5.663, 2.731], [-4.625, -7.621, 1.774], [-2.169, -6.536, 1.933], [-2.943, -6.530, -0.095], [-1.746, -3.001, 1.157], [-0.995, -4.403, 1.846], [-0.999, -4.206, 4.498], [-5.227, -5.973, 0.808], [2.517, -6.276, -2.282], [3.891, -6.971, -2.334], [4.012, -8.384, -1.753], [3.729, -8.418, -0.438], [5.288, -8.808, -1.913], [4.830, -6.165, -1.800], [4.185, -7.108, -3.660], [2.254, -5.333, -1.252], [1.779, -5.691, -0.013], [2.761, -5.350, 1.112], [3.953, -5.946, 0.923], [2.250, -5.799, 2.287], [1.387, -6.981, 0.026], [0.673, -4.939, 0.215], [2.494, -5.668, -3.185], [1.704, -6.994, -2.382], [3.348, -9.074, -2.282], [2.904, -4.271, 1.165], [-2.560, 0.286, -2.568], [-3.959, -0.344, -2.439], [-4.321, -1.504, -3.371], [-4.283, -1.141, -4.670], [-5.585, -1.903, -3.093], [-4.899, 0.626, -2.520], [-4.026, -0.857, -1.181], [-2.427, 1.484, -3.328], [-2.263, 1.477, -4.689], [-3.437, 2.141, -5.418], [-4.606, 1.543, -5.113], [-3.249, 2.019, -6.754], [-2.017, 0.241, -5.168], [-1.174, 2.232, -4.964], [-2.293, 0.596, -1.559], [-1.809, -0.453, -2.850], [-3.645, -2.350, -3.214], [-3.504, 3.197, -5.152], [0.935, 6.456, 5.992], [2.177, 5.602, 5.684], [3.424, 6.300, 5.133], [3.191, 6.901, 3.950], [4.384, 5.364, 4.929], [1.831, 4.570, 4.881], [2.570, 5.067, 6.873], [-0.122, 6.505, 5.041], [-0.144, 7.388, 3.985], [-0.114, 6.669, 2.628], [0.971, 5.872, 2.513], [-0.062, 7.592, 1.644], [0.821, 8.322, 4.082], [-1.328, 8.033, 4.035], [0.476, 5.963, 6.847], [1.211, 7.454, 6.334], [3.801, 7.042, 5.842], [-1.013, 6.060, 2.511], [-7.373, -0.568, -7.494], [-6.179, -1.199, -8.234], [-5.065, -0.272, -8.726], [-5.510, 0.630, -9.624], [-4.112, -1.019, -9.335], [-6.630, -1.970, -9.248], [-5.582, -2.030, -7.335], [-8.578, -0.313, -8.206], [-8.798, 0.844, -8.914], [-8.975, 0.583, -10.416], [-7.905, -0.047, -10.932], [-9.118, 1.770, -11.051], [-7.857, 1.778, -8.674], [-9.976, 1.351, -8.482], [-7.667, -1.326, -6.771], [-7.065, 0.299, -6.909], [-4.606, 0.256, -7.887], [-9.863, -0.030, -10.583]], "lowdin_charge": [-0.04, -0.19, 0.09, -0.55, 0.17, -0.23, 0.00, -0.66, 0.16, 0.11, -0.11, 0.63, -0.22, -0.20, -0.09, -0.42, 0.15, -0.07, -0.15, -0.08, -0.25, -0.06, -0.42, 0.01, 0.07, 0.07, 0.06, 0.08, 0.12, 0.11, 0.13, 0.12, 0.12, 0.10, 0.08, 0.12, 0.12, 0.12, 0.09, 0.11, 0.11, 0.11, 0.11, 0.07, 0.07, 0.08, 0.07, 0.08, 0.09, -0.04, -0.43, -0.30, 0.10, 0.09, 0.14, 0.09, 0.05, -0.54, -0.29, 0.10, 0.10, 0.15, 0.14, 0.13, 0.13, 0.17, 0.17, -0.04, -0.44, -0.31, 0.10, 0.10, 0.14, 0.10, 0.05, -0.52, -0.28, 0.11, 0.09, 0.15, 0.13, 0.15, 0.15, 0.17, 0.14, -0.03, -0.44, -0.30, 0.09, 0.10, 0.13, 0.11, 0.05, -0.54, -0.28, 0.09, 0.09, 0.15, 0.14, 0.14, 0.15, 0.18, 0.18, -0.03, -0.43, -0.29, 0.09, 0.08, 0.13, 0.11, 0.05, -0.54, -0.28, 0.09, 0.11, 0.15, 0.15, 0.15, 0.15, 0.18, 0.18, -0.03, -0.44, -0.30, 0.10, 0.10, 0.13, 0.10, 0.05, -0.54, -0.29, 0.10, 0.10, 0.15, 0.14, 0.15, 0.14, 0.15, 0.17]}

What did the first record say?
{"formula": "C2H4N2S3", "method": "wB97M-V/def2-TZVPD", "e_above_lowest_kj_mol": 360.07, "homo_energy_ev": [-8.5, -7.7], "gap_ev": [7.645, 6.188], "charge": 0, "symbols": ["C", "C", "N", "N", "S", "S", "S", "H", "H", "H", "H"], "positions_angstrom": [[0.194, 0.688, 0.562], [0.242, -0.493, -0.368], [0.978, 1.629, -0.153], [2.810, -1.618, 0.047], [2.516, 1.779, 0.107], [3.581, -0.196, -0.197], [1.281, -2.008, 0.195], [-0.801, 1.178, 0.761], [0.736, 0.518, 1.648], [-0.753, -1.049, -0.437], [0.746, -0.295, -1.233]], "lowdin_charge": [-0.41, -0.40, -0.55, -0.93, 0.61, 0.51, 0.81, 0.12, 0.14, 0.09, 0.02]}